[1]
{
  "formula": "C26H44BrNOP2V",
  "method": "ωB97M-V/def2-TZVPD",
  "e_homo_ev": [-19.9, -19.9],
  "lumo_ev": [-14.69, -14.70],
  "homo_lumo_gap_ha": [0.191, 0.190],
  "s_squared": 0.752,
  "charge": 4,
  "spin_multiplicity": 2,
  "e_tot_ev": -145473.971,
  "species": ["Br", "V", "P", "P", "O", "N", "C", "C", "C", "C", "C", "C", "C", "C", "C", "C", "C", "C", "C", "C", "C", "C", "C", "C", "C", "C", "C", "C", "C", "C", "C", "C", "H", "H", "H", "H", "H", "H", "H", "H", "H", "H", "H", "H", "H", "H", "H", "H", "H", "H", "H", "H", "H", "H", "H", "H", "H", "H", "H", "H", "H", "H", "H", "H", "H", "H", "H", "H", "H", "H", "H", "H", "H", "H", "H", "H"],
  "xyz": [[-3.5657, 1.3520, -4.8765], [1.2535, -1.5149, -1.1640], [-0.5021, 3.9386, -0.7676], [2.7487, 0.1353, -0.4269], [-0.6603, -1.9193, 0.3168], [3.1284, -6.0261, -4.9575], [-1.7505, 2.9992, -1.6926], [4.5240, 1.3188, -2.2513], [0.3906, 0.5332, -4.0529], [1.0158, 3.9877, -1.7511], [-0.7799, -1.9929, 1.7448], [1.6099, -2.8035, -2.6915], [2.2846, -3.8947, -3.3632], [3.5851, 0.5051, 2.2745], [3.3873, -3.7539, -4.2457], [3.4006, 1.6155, -1.2678], [2.1005, -6.1943, -4.1336], [-2.7965, 3.9501, -2.2942], [-0.2576, 3.1748, 0.8507], [4.0266, -1.1953, -0.4283], [0.3466, -0.7182, -3.3991], [3.4972, -2.5338, 0.0937], [-0.9155, -1.3214, -3.1667], [3.7541, -4.8600, -5.0249], [-0.7712, 1.1208, -4.5517], [2.4160, 0.6037, 1.3048], [1.6373, -1.4130, -3.1087], [1.6741, -5.1796, -3.2729], [-1.0079, 3.9821, 1.9144], [1.3078, 5.3949, -2.2857], [-2.0164, 0.4906, -4.3808], [-2.0666, -0.7518, -3.7156], [4.4757, 1.0363, 1.9220], [-3.7591, 3.4379, -2.3960], [-1.1030, -2.9912, 2.0550], [2.3785, -2.6602, 0.1069], [2.5266, -1.0066, -3.5972], [4.8017, -0.8076, 0.2470], [3.8524, -0.5358, 2.4781], [4.4719, -1.3087, -1.4282], [0.8222, 3.1661, 1.0450], [-0.6751, 3.7022, 2.9152], [-0.7091, 2.0494, -5.0997], [4.1326, 0.7783, -3.1221], [3.9677, -2.8349, -4.3475], [3.3149, 0.9466, 3.2408], [1.3639, 1.0312, -4.1242], [-2.4980, 4.2846, -3.2955], [2.0192, 1.6259, 1.2853], [-2.9339, 4.8338, -1.6549], [4.5999, -4.8149, -5.7238], [-1.4983, -1.2452, 2.0916], [1.6446, 6.0580, -1.4793], [-3.0248, -1.2404, -3.5837], [2.5211, 2.0103, -1.8019], [3.7019, 2.3736, -0.5252], [5.3131, 0.7120, -1.7903], [-0.8438, 5.0587, 1.7884], [-2.2003, 2.2980, -0.9767], [-2.0827, 3.7926, 1.8582], [0.8443, -5.3664, -2.5976], [0.2074, -1.7718, 2.1675], [-1.4973, -2.2149, -0.0850], [1.5918, -7.1651, -4.1330], [0.8806, 3.2609, -2.5644], [-0.9985, -2.2716, -2.6074], [4.9736, 2.2522, -2.6143], [-1.2527, 2.4028, -2.4645], [1.5804, -0.0293, 1.6455], [0.4194, 5.8382, -2.7524], [1.8318, 3.6522, -1.0972], [3.9341, -3.3770, -0.4683], [3.8590, -2.6171, 1.1314], [0.7468, -3.1206, -2.0361], [-0.6178, 2.1416, 0.7733], [2.1058, 5.3481, -3.0329]],
  "atomic_forces_ev_per_a": [[-0.1, -0.1, -0.3], [-1.4, 0.5, 1.4], [0.2, -1.2, -0.5], [1.2, 0.6, 0.0], [0.6, 0.0, -2.1], [-0.4, -0.5, -0.2], [-0.4, 0.2, 0.3], [0.3, -0.1, -0.2], [-0.4, 0.5, -0.1], [0.3, 0.4, 0.2], [0.1, 0.0, 1.1], [1.0, -1.4, -1.2], [-0.4, 0.1, 0.5], [0.5, -0.1, 0.2], [0.1, -0.1, -0.6], [-0.4, 0.2, -0.4], [-0.3, 0.1, 0.5], [-0.4, 0.2, -0.3], [0.3, 0.3, 0.1], [0.1, 0.6, -0.3], [0.4, -0.4, 0.8], [0.8, -0.2, 0.3], [-0.4, -0.2, -0.5], [0.5, 0.9, 0.4], [1.1, -0.4, 0.2], [-0.8, -0.4, 0.4], [-0.6, 0.6, 0.1], [0.0, -0.1, -0.2], [-0.3, 0.1, 0.4], [0.2, 0.3, -0.2], [0.4, -0.6, 0.6], [0.1, 0.1, 0.6], [-0.1, -0.1, 0.0], [0.2, 0.2, 0.1], [0.1, 0.2, -0.1], [0.1, -0.2, 0.4], [-0.1, -0.4, 0.1], [0.1, -0.3, -0.3], [0.0, 0.1, 0.0], [-0.2, 0.2, 0.3], [-0.2, 0.2, 0.0], [0.0, 0.0, -0.1], [0.0, 0.1, 0.0], [0.2, 0.1, 0.1], [-0.3, -0.2, 0.0], [-0.1, 0.0, -0.2], [-0.4, -0.1, -0.4], [0.0, 0.0, 0.3], [0.1, -0.2, -0.2], [-0.2, -0.3, -0.3], [-0.4, 0.1, 0.4], [0.1, -0.1, -0.1], [-0.2, -0.1, -0.2], [0.0, 0.0, 0.0], [0.5, 0.0, 0.2], [-0.1, -0.5, 0.0], [-0.1, 0.3, -0.2], [0.0, -0.2, 0.1], [0.0, 0.2, -0.1], [0.1, 0.1, 0.0], [0.0, 0.0, -0.1], [-0.3, -0.1, -0.1], [0.3, 0.2, 0.2], [0.3, 0.3, 0.0], [0.0, 0.2, 0.1], [-0.1, 0.4, -0.7], [-0.1, -0.3, 0.1], [0.1, 0.2, 0.2], [0.2, 0.2, 0.1], [0.3, -0.1, 0.0], [-0.3, 0.2, -0.1], [-0.5, 0.3, 0.2], [-0.8, -0.3, -0.2], [0.1, -0.5, -0.9], [0.0, 0.1, 0.1], [-0.2, 0.1, 0.1]]
}

[2]
{
  "formula": "C26H44ClN2O5S",
  "method": "ωB97M-V/def2-TZVPD",
  "e_homo_ev": -11.0,
  "lumo_ev": -3.06,
  "homo_lumo_gap_ha": 0.292,
  "charge": 1,
  "e_tot_ev": -64243.696,
  "species": ["Cl", "S", "O", "O", "O", "O", "O", "N", "N", "C", "C", "C", "C", "C", "C", "C", "C", "C", "C", "C", "C", "C", "C", "C", "C", "C", "C", "C", "C", "C", "C", "C", "C", "C", "C", "H", "H", "H", "H", "H", "H", "H", "H", "H", "H", "H", "H", "H", "H", "H", "H", "H", "H", "H", "H", "H", "H", "H", "H", "H", "H", "H", "H", "H", "H", "H", "H", "H", "H", "H", "H", "H", "H", "H", "H", "H", "H", "H", "H"],
  "xyz": [[0.0731, 4.2115, -0.6704], [-0.8951, 4.2192, -2.4738], [-0.0287, 3.9481, -3.5701], [7.0958, 0.7126, -1.4825], [-5.5736, 3.0994, 0.8528], [-1.5687, 5.4691, -2.5978], [1.6640, -3.9869, 0.6323], [-1.9547, -1.9360, 2.2079], [1.3247, -2.1702, -0.7149], [2.2888, -1.2863, -0.0950], [-1.3990, 0.7303, -1.2828], [3.0237, -0.4946, -0.9382], [-6.3277, 2.0184, 1.4134], [-0.6257, -3.5361, 0.2462], [8.4752, 1.1068, -1.4590], [9.2894, -0.1599, -1.2544], [7.0194, -0.7169, -1.5914], [2.4939, -1.1558, 1.2587], [-1.5085, 1.5413, -2.6064], [-2.8056, 0.2584, -0.8919], [-2.5606, -1.0647, 3.2702], [-2.8621, 0.8413, 1.5358], [-1.7915, -1.2903, 0.8741], [8.4172, -1.2051, -1.9365], [-2.9634, -0.3340, 0.5368], [-5.4527, -0.4451, 1.3992], [-1.5862, -2.3984, -0.1772], [-4.3298, -1.1059, 0.5796], [4.1319, 0.5462, 0.8767], [3.4147, -0.2567, 1.7180], [0.8737, -3.2354, 0.0786], [3.9352, 0.4173, -0.4810], [-2.4841, 0.4341, 2.9931], [-6.1693, 0.7055, 0.6222], [-2.1510, 2.9331, -2.3569], [-1.0370, -2.2402, 2.5360], [-3.0553, -0.5593, -1.5819], [2.8691, -0.5957, -2.0093], [10.2944, -0.0887, -1.6670], [6.6879, -1.1125, -0.6250], [-5.6368, 0.8975, -0.3120], [-3.6145, -1.3437, 3.3314], [6.2809, -0.9867, -2.3481], [-0.6968, -0.0784, -1.4918], [0.5665, -1.5965, -1.0629], [8.6290, 1.8401, -0.6667], [-2.0204, 1.4470, 1.1825], [1.9395, -1.7697, 1.9616], [4.8436, 1.2805, 1.2318], [8.6062, -2.2230, -1.5990], [-2.5630, -2.8654, -0.3645], [-1.2667, -2.0192, -1.1442], [-6.0798, 1.8730, 2.4730], [-0.8342, -4.3823, -0.4162], [-2.1274, -1.3220, 4.2372], [8.7096, 1.5775, -2.4191], [-3.5649, 1.0216, -1.0753], [-3.2242, 0.8864, 3.6583], [3.5966, -0.1366, 2.7811], [-2.6448, 2.9692, -1.3842], [9.3733, -0.3840, -0.1882], [-2.1845, 1.0220, -3.2905], [-7.3659, 2.3591, 1.4022], [-0.7666, -3.9154, 1.2596], [-7.1752, 0.3802, 0.3484], [-2.8748, 3.1944, -3.1290], [-2.5280, -2.7741, 2.0996], [-4.1639, -2.1228, 0.9638], [-1.5090, 0.8278, 3.2858], [-0.5159, 1.6525, -3.0421], [-0.9303, 1.4148, -0.5670], [-4.8280, 3.3073, 1.4214], [4.4621, 1.0222, -1.2088], [-3.7194, 1.5091, 1.5137], [-6.2236, -1.2072, 1.5548], [-5.1585, -0.1086, 2.3972], [-4.7161, -1.2245, -0.4352], [-0.8863, -0.6694, 0.8910], [8.5703, -1.1705, -3.0177]],
  "atomic_forces_ev_per_a": [[0.0, -0.3, -0.2], [-1.4, 1.5, -1.7], [0.9, -1.1, 0.5], [0.1, -0.2, 0.0], [0.2, -0.3, 0.0], [-0.4, 0.2, 1.1], [-0.9, 1.0, -0.4], [0.3, 0.3, 0.4], [-1.0, 0.1, 1.4], [0.3, -0.3, -0.5], [-0.4, 1.2, -1.0], [-0.2, -0.1, -1.4], [-0.1, 0.3, -0.1], [0.2, 0.6, -1.2], [0.0, 0.2, -0.2], [0.0, 0.0, 0.2], [-0.1, 0.0, 0.2], [-0.9, -0.9, 0.4], [-0.5, 0.1, 0.8], [0.9, -1.3, 0.1], [-1.0, 0.4, 0.5], [1.1, -0.1, 0.2], [0.4, 0.5, -2.0], [0.0, 0.0, -0.2], [-0.7, 0.3, 0.2], [-0.8, -0.1, -0.7], [-0.5, -1.0, 0.8], [0.1, 0.3, 0.8], [0.6, 0.6, -0.6], [0.4, 0.5, 1.4], [1.1, -1.2, 0.5], [0.2, 0.5, -0.3], [-0.4, 0.0, -0.3], [0.1, 0.0, 0.6], [0.9, -0.9, 0.2], [0.0, -0.1, -0.2], [0.0, 0.2, -0.1], [0.0, -0.1, 0.1], [0.0, 0.0, 0.0], [0.0, -0.1, 0.0], [-0.1, 0.2, 0.1], [0.1, -0.1, -0.1], [0.0, 0.1, 0.0], [-0.2, -0.1, 0.3], [0.1, -0.2, -0.2], [-0.1, 0.0, 0.0], [-0.2, 0.0, 0.0], [0.1, 0.0, 0.0], [0.0, -0.1, 0.2], [0.0, 0.0, 0.0], [0.1, 0.1, 0.0], [-0.1, 0.2, 0.1], [0.1, 0.0, -0.1], [0.1, 0.0, 0.1], [0.2, 0.0, -0.2], [0.1, 0.0, 0.0], [0.1, 0.1, 0.3], [0.2, -0.1, 0.2], [-0.2, -0.2, 0.0], [0.1, 0.3, -0.1], [0.0, 0.0, 0.0], [0.4, -0.1, -0.1], [0.0, -0.2, -0.1], [0.1, 0.0, -0.1], [0.2, -0.1, -0.1], [0.2, 0.3, 0.0], [0.1, 0.0, 0.0], [-0.2, 0.1, -0.1], [0.0, 0.0, -0.1], [-0.2, 0.0, -0.3], [0.0, -0.3, 0.2], [-0.1, 0.1, 0.0], [0.2, 0.0, 0.2], [-0.1, -0.3, -0.1], [0.2, -0.1, 0.2], [0.2, 0.0, -0.1], [0.1, -0.2, 0.1], [0.0, -0.2, 0.5], [0.0, 0.0, 0.0]]
}

[3]
{
  "formula": "C26H44CrF6GeN3O2PS2SbSi3",
  "method": "ωB97M-V/def2-TZVPD",
  "e_homo_ev": [-4.0, -5.0],
  "lumo_ev": [2.31, 0.57],
  "homo_lumo_gap_ha": [0.233, 0.205],
  "s_squared": 6.071,
  "charge": -1,
  "spin_multiplicity": 5,
  "e_tot_ev": -198624.068,
  "species": ["Sb", "Ge", "Cr", "S", "S", "P", "Si", "Si", "Si", "F", "F", "F", "F", "F", "F", "O", "O", "N", "N", "N", "C", "C", "C", "C", "C", "C", "C", "C", "C", "C", "C", "C", "C", "C", "C", "C", "C", "C", "C", "C", "C", "C", "C", "C", "C", "C", "H", "H", "H", "H", "H", "H", "H", "H", "H", "H", "H", "H", "H", "H", "H", "H", "H", "H", "H", "H", "H", "H", "H", "H", "H", "H", "H", "H", "H", "H", "H", "H", "H", "H", "H", "H", "H", "H", "H", "H", "H", "H", "H", "H"],
  "xyz": [[1.2501, 3.4015, 2.2999], [-0.0651, -2.4933, -0.8401], [0.1453, -0.2140, 0.1904], [-0.8828, -1.5273, 1.7964], [-1.5645, 0.4473, 4.0083], [-2.5885, -1.0708, 3.3304], [1.6584, -2.8066, -2.4501], [-0.2100, -4.4987, 0.4531], [-2.1326, -2.2559, -1.9956], [0.4956, 4.4582, 0.9211], [0.4180, 1.8704, 1.4960], [2.0837, 2.2780, 3.5662], [2.0618, 4.9350, 3.0588], [2.7806, 3.1660, 1.1964], [-0.2625, 3.6444, 3.3986], [2.7081, -1.0700, 1.3212], [-0.8140, 0.6075, -0.8123], [1.4155, 2.0959, -1.6581], [2.0859, 0.4500, -0.2229], [4.3302, 0.2872, 0.4885], [-3.4279, -1.8541, -0.6968], [3.7629, 1.8745, -1.1686], [-4.6636, -3.0264, 6.2552], [-2.6483, -3.8467, -2.8763], [4.6719, 1.2677, -0.3838], [3.0116, -0.1560, 0.5734], [-5.1250, 0.9353, 0.8778], [-2.5009, -3.5425, 4.5838], [-0.0718, -6.0594, -0.6068], [-4.0073, -4.2514, 6.3173], [-2.9284, -4.5083, 5.4868], [-3.1558, -2.3172, 4.5146], [-4.0939, 0.6392, 1.7568], [-4.0267, -0.6246, 2.3388], [2.3972, 1.4785, -1.0089], [-6.0822, -0.0232, 0.5771], [1.4788, -4.3752, -3.4826], [-1.8290, -4.8408, 1.3624], [-4.2398, -2.0614, 5.3577], [-4.9833, -1.5919, 2.0269], [-6.0114, -1.2868, 1.1503], [1.2192, -4.5277, 1.6728], [3.4100, -2.8698, -1.7467], [5.2954, -0.3556, 1.3653], [-2.1670, -0.9124, -3.3054], [1.6307, -1.3753, -3.6715], [-6.7506, -2.0384, 0.9031], [2.2499, -4.3957, -4.2599], [0.8574, -6.1318, -1.1704], [-0.8925, -6.1188, -1.3264], [-3.1433, -0.9421, -0.1630], [-1.7268, -5.7933, 1.8949], [3.5297, -3.6327, -0.9747], [-4.3402, -5.0061, 7.0191], [5.3324, -1.4242, 1.1587], [1.5992, -5.2756, -2.8808], [4.9987, -0.2153, 2.4032], [-3.1765, -0.8329, -3.7219], [2.1776, -4.5107, 1.1468], [-1.8885, 0.0451, -2.8622], [-4.9151, -2.5815, 2.4644], [1.7155, -0.4128, -3.1601], [2.4555, -1.4563, -4.3869], [-4.4150, -1.6931, -1.1426], [0.4497, 1.8151, -1.4483], [-4.7435, -1.1041, 5.3008], [-0.1360, -6.9458, 0.0341], [1.1944, -5.4186, 2.3084], [-3.3206, 1.3618, 1.9907], [1.6041, 2.9826, -2.0895], [-5.5035, -2.8274, 6.9085], [0.6972, -1.3521, -4.2358], [6.2723, 0.0915, 1.1960], [-3.6257, -3.7199, -3.3540], [-6.8809, 0.2102, -0.1161], [-2.4171, -5.4611, 5.5372], [-2.6552, -4.9495, 0.6540], [-2.7201, -4.6996, -2.1973], [-2.1029, -4.0710, 2.0805], [1.1925, -3.6409, 2.3097], [-1.6573, -3.7312, 3.9309], [-1.4827, -1.1209, -4.1300], [4.0417, 2.6887, -1.8175], [5.7177, 1.5435, -0.3874], [3.6313, -1.9055, -1.2906], [4.1424, -3.0472, -2.5392], [-1.9339, -4.1148, -3.6598], [0.5053, -4.4424, -3.9743], [-3.5152, -2.6478, 0.0495], [-5.1729, 1.9141, 0.4186]],
  "atomic_forces_ev_per_a": [[-0.1, 0.2, 0.1], [-0.5, -0.9, 0.2], [1.6, 0.3, 0.9], [-1.3, -0.8, 0.9], [-0.4, -0.1, 0.5], [1.4, 1.0, -1.0], [0.5, 0.1, -0.3], [0.1, -0.3, -0.1], [-0.3, 0.1, 0.1], [0.0, 0.0, 0.0], [0.1, 0.1, 0.1], [-0.1, 0.0, 0.0], [0.0, -0.1, 0.0], [0.1, -0.1, -0.1], [0.1, 0.0, -0.1], [-0.1, 0.0, 0.1], [-0.9, 0.9, -1.0], [0.2, 0.0, 0.0], [-0.2, 0.0, -0.2], [-0.1, 0.0, 0.0], [0.1, 0.0, -0.1], [0.1, 0.0, 0.1], [0.1, 0.0, 0.0], [0.0, -0.2, 0.0], [0.0, 0.0, 0.0], [0.0, -0.1, -0.1], [0.0, 0.0, 0.1], [0.0, 0.1, 0.1], [0.0, -0.1, -0.1], [0.0, 0.0, 0.0], [0.0, 0.0, 0.0], [0.1, -0.4, -0.1], [0.1, -0.1, 0.1], [-0.2, -0.3, 0.0], [-0.1, 0.1, -0.2], [0.0, 0.0, 0.1], [-0.2, -0.1, 0.0], [-0.1, 0.1, 0.0], [0.1, 0.1, -0.2], [0.0, 0.2, 0.1], [-0.1, 0.1, 0.1], [0.0, 0.1, 0.1], [-0.2, 0.1, 0.1], [0.0, 0.0, 0.0], [0.1, 0.1, 0.0], [0.0, 0.1, 0.0], [0.0, 0.0, 0.0], [0.0, 0.1, 0.0], [0.1, 0.0, 0.0], [0.0, 0.0, 0.0], [0.0, -0.1, -0.2], [0.0, 0.0, 0.0], [0.0, 0.0, 0.0], [0.0, 0.0, 0.0], [0.0, 0.0, 0.0], [0.0, 0.0, 0.0], [0.0, 0.0, 0.0], [0.0, 0.0, 0.0], [0.0, 0.0, 0.0], [0.0, 0.0, 0.0], [0.0, 0.0, 0.0], [0.0, 0.0, 0.0], [0.0, 0.0, 0.0], [0.1, -0.1, 0.0], [-0.2, -0.1, 0.0], [0.0, 0.0, 0.0], [0.0, 0.0, 0.0], [0.0, 0.0, 0.0], [0.0, 0.0, 0.0], [0.0, 0.0, 0.0], [0.0, 0.0, 0.0], [0.0, 0.0, 0.0], [0.0, 0.0, 0.0], [0.0, 0.0, 0.0], [0.0, 0.0, 0.0], [0.0, 0.0, 0.0], [0.0, 0.0, 0.0], [0.0, 0.0, 0.0], [0.0, 0.0, -0.2], [0.0, 0.0, 0.0], [0.0, 0.0, 0.1], [0.0, 0.0, 0.0], [0.0, 0.0, 0.0], [0.0, 0.0, 0.0], [0.1, 0.1, 0.1], [0.0, 0.0, 0.0], [0.0, 0.0, 0.0], [0.0, 0.0, 0.0], [0.0, 0.0, -0.1], [0.0, 0.0, 0.0]]
}

Which formula does entry 3 have?
C26H44CrF6GeN3O2PS2SbSi3